{
  "formula": "C14H22N4OS2",
  "method": "ωB97M-V/def2-TZVPD",
  "gap_ha": 0.3311,
  "homo_energy_ev": -8.46,
  "smiles": "C=CCNC(=S)NCCCC[C@@H]1NC(=S)N(CC=C)C1=O",
  "e_above_lowest_kcal_mol": 0.0,
  "energy_ha": -1637.33194,
  "elements": ["C", "C", "C", "N", "C", "S", "N", "C", "C", "C", "C", "C", "N", "C", "S", "N", "C", "C", "C", "C", "O", "H", "H", "H", "H", "H", "H", "H", "H", "H", "H", "H", "H", "H", "H", "H", "H", "H", "H", "H", "H", "H", "H"],
  "xyz": [[4.028601, 0.836379, -5.003610], [3.418184, 0.645578, -3.849581], [3.222277, -0.695162, -3.212674], [1.842556, -0.879284, -2.822616], [1.442277, -1.247277, -1.594509], [2.523494, -1.508616, -0.350680], [0.123213, -1.397001, -1.360217], [-0.955467, -0.879262, -2.171340], [-1.037516, 0.656967, -2.166880], [-1.118136, 1.225524, -0.742864], [0.234796, 1.704005, -0.190410], [0.404335, 1.395480, 1.310106], [0.474423, -0.022663, 1.536838], [-0.646313, -0.488413, 2.104232], [-1.090047, -2.059182, 2.246778], [-1.402585, 0.599349, 2.508177], [-2.683878, 0.501387, 3.178004], [-3.781529, 0.270596, 2.179612], [-4.691107, 1.174926, 1.874234], [-0.845770, 1.780602, 2.095469], [-1.288207, 2.881465, 2.298261], [4.166115, 1.818902, -5.420356], [4.431984, 0.014822, -5.572649], [3.023001, 1.481039, -3.286472], [3.819377, -0.766621, -2.296122], [3.534425, -1.494082, -3.894456], [1.156768, -0.810903, -3.558641], [-0.109216, -1.696075, -0.423076], [-1.880505, -1.288888, -1.762130], [-0.863119, -1.243726, -3.201163], [-1.929399, 0.935400, -2.729439], [-0.176229, 1.082526, -2.684635], [-1.535490, 0.450236, -0.098173], [-1.818418, 2.060813, -0.718764], [1.059474, 1.214025, -0.710961], [0.335716, 2.779457, -0.335362], [1.290978, 1.908855, 1.695213], [1.185229, -0.620514, 1.101198], [-2.630214, -0.334937, 3.881087], [-2.837364, 1.441148, 3.712535], [-3.763236, -0.697456, 1.697268], [-5.460212, 0.985605, 1.144834], [-4.705538, 2.142426, 2.348368]],
  "atomic_forces_ev_per_a": [[0.04, 0.07, -0.10], [-0.11, -0.15, 0.08], [0.40, 0.05, -0.02], [-0.49, -0.02, -0.15], [-0.21, -0.10, 0.09], [0.66, -0.30, 0.44], [0.08, -0.02, -0.04], [0.02, 0.39, -0.35], [-0.17, -0.18, 0.17], [0.14, 0.07, -0.21], [-0.17, -0.03, 0.23], [0.26, 0.44, -0.26], [-0.37, 0.08, 0.34], [0.41, 0.11, -0.14], [-0.16, -0.64, 0.06], [0.08, -0.29, 0.14], [-0.28, 0.00, 0.09], [0.15, -0.09, 0.08], [-0.13, 0.08, -0.01], [0.41, 0.20, -0.07], [-0.06, 0.19, -0.06], [0.02, 0.22, -0.03], [0.04, -0.22, -0.10], [-0.02, 0.16, 0.05], [-0.12, -0.05, -0.22], [0.01, 0.05, 0.10], [-0.03, 0.01, 0.06], [0.06, -0.08, 0.02], [0.06, -0.03, -0.06], [-0.10, -0.07, 0.06], [0.02, 0.02, -0.10], [0.00, 0.04, -0.09], [-0.09, -0.02, 0.05], [-0.04, -0.04, 0.06], [0.06, 0.05, 0.01], [0.06, 0.04, -0.03], [-0.17, 0.02, 0.06], [-0.17, -0.05, 0.01], [0.04, 0.17, -0.04], [0.04, -0.11, -0.02], [-0.05, -0.09, -0.08], [-0.13, -0.09, -0.15], [0.04, 0.21, 0.13]]
}

***

{
  "formula": "C14H22NO2RuS",
  "method": "ωB97M-V/def2-TZVPD",
  "spin_multiplicity": 5,
  "gap_ha": [0.2625, 0.2295],
  "homo_energy_ev": [-19.84, -19.83],
  "charge": 3,
  "s2": 6.0430,
  "energy_ha": -1243.70508,
  "elements": ["Ru", "O", "C", "C", "C", "C", "C", "C", "N", "H", "H", "H", "H", "H", "H", "H", "C", "S", "C", "O", "H", "H", "H", "H", "H", "H", "C", "C", "C", "C", "C", "C", "H", "H", "H", "H", "H", "H", "H", "H", "H"],
  "xyz": [[-0.209045, 0.231100, -0.855908], [-1.190419, -1.586116, -1.845790], [-0.232481, -2.504271, -2.412477], [1.115140, -1.849995, -2.437901], [2.154192, -2.368129, -3.183000], [3.398573, -1.758622, -3.146437], [3.600150, -0.629680, -2.349635], [2.548862, -0.142804, -1.623339], [1.330711, -0.749821, -1.683108], [-2.037416, -2.039051, -1.721143], [-0.529663, -2.776078, -3.423893], [-0.178092, -3.410535, -1.806655], [1.981010, -3.248961, -3.789932], [4.212944, -2.157359, -3.738702], [4.561650, -0.137723, -2.294641], [2.653484, 0.715900, -0.974841], [-2.324470, 3.492317, -3.297311], [-2.237859, 2.342328, -1.955482], [-1.685988, 3.404289, -0.627218], [-0.933024, 1.470515, -2.274809], [-1.371499, 4.008728, -3.404793], [-3.137758, 4.180730, -3.051465], [-2.582217, 2.923646, -4.190275], [-2.553413, 3.898490, -0.186381], [-0.964517, 4.130498, -0.998589], [-1.235340, 2.765249, 0.133631], [-1.390935, 0.440608, 4.178222], [-0.352982, -0.540742, 3.599138], [1.122941, -0.128947, 4.075075], [-0.604785, -2.013688, 4.021848], [-0.253175, -0.424076, 2.203633], [-0.041192, -0.341870, 0.950374], [-1.329331, 0.389120, 5.264804], [-2.401327, 0.158197, 3.886685], [-1.194618, 1.467971, 3.873433], [1.071763, -0.213168, 5.161825], [1.357473, 0.896743, 3.800937], [1.873096, -0.814856, 3.689965], [-0.513613, -2.059968, 5.105985], [0.115362, -2.700869, 3.581749], [-1.612177, -2.319096, 3.746421]],
  "atomic_forces_ev_per_a": [[0.23, -0.94, 0.35], [0.16, -0.10, -0.04], [-0.02, 0.02, 0.04], [0.05, 0.18, 0.13], [0.11, -0.08, -0.06], [0.02, 0.02, -0.01], [0.08, -0.10, -0.10], [-0.20, -0.23, -0.03], [-0.02, 0.26, 0.07], [-0.03, 0.09, 0.10], [-0.07, 0.03, -0.06], [-0.03, -0.04, 0.05], [0.02, 0.03, 0.00], [0.00, -0.01, 0.02], [0.00, -0.01, 0.00], [-0.05, 0.09, 0.03], [0.07, -0.12, -0.21], [-0.04, -0.05, -0.06], [0.04, 0.12, -0.07], [-0.16, 0.33, 0.72], [-0.02, 0.02, 0.00], [0.02, 0.00, 0.00], [-0.02, 0.06, -0.02], [-0.03, 0.01, -0.09], [0.03, -0.01, 0.03], [-0.02, -0.02, 0.12], [-0.04, -0.05, 0.11], [0.13, 0.13, 0.12], [-0.11, 0.00, 0.05], [-0.10, -0.08, 0.00], [0.32, -0.19, -0.81], [-0.38, 0.55, -0.34], [0.02, 0.00, 0.00], [0.01, -0.02, -0.03], [0.02, -0.02, 0.00], [0.02, 0.00, -0.01], [-0.02, 0.00, 0.01], [-0.02, -0.02, 0.00], [0.02, 0.05, 0.02], [0.04, 0.05, 0.00], [-0.02, 0.02, -0.02]]
}

***

{
  "formula": "C14H23AsI2NNaO2S2Se2",
  "method": "ωB97M-V/def2-TZVPD",
  "gap_ha": 0.2716,
  "homo_energy_ev": -7.93,
  "energy_ha": -9345.20664,
  "elements": ["Na", "C", "Se", "C", "C", "Se", "C", "H", "H", "H", "H", "H", "H", "H", "H", "H", "H", "I", "I", "C", "As", "C", "C", "H", "H", "H", "H", "H", "H", "H", "H", "H", "O", "S", "O", "N", "C", "S", "C", "C", "C", "C", "C", "C", "H", "H", "H", "H"],
  "xyz": [[0.769381, 0.796438, 0.361908], [5.984581, -0.071562, 0.722308], [4.394481, 0.188738, -0.382992], [4.231581, -1.636762, -1.100892], [3.467881, -2.581862, -0.201092], [1.580681, -2.081762, -0.013192], [1.236481, -2.916862, 1.702508], [6.084581, 0.814938, 1.343208], [6.862981, -0.178062, 0.089108], [5.857781, -0.951362, 1.348108], [5.252881, -1.994562, -1.258292], [3.744281, -1.533662, -2.074892], [3.892381, -2.626462, 0.806408], [3.483581, -3.587062, -0.635292], [1.564681, -3.953362, 1.644308], [0.161781, -2.885662, 1.877408], [1.766381, -2.388062, 2.496208], [-2.233919, 1.333638, -0.103692], [-2.967119, 4.198638, 0.095608], [0.857081, 4.806638, 1.788408], [1.386081, 3.501038, 0.433808], [3.305381, 3.925438, 0.341708], [0.829381, 4.462538, -1.165492], [1.228181, 5.797038, 1.515608], [1.265881, 4.525638, 2.761008], [-0.230519, 4.846038, 1.857608], [3.470781, 5.003738, 0.260408], [3.741481, 3.430938, -0.530292], [3.817481, 3.551238, 1.231308], [1.199581, 5.489638, -1.125092], [-0.257019, 4.485738, -1.237292], [1.233381, 3.966838, -2.050792], [-4.531119, -4.058562, 2.005608], [-4.020019, -3.944262, 0.673208], [-3.751719, -5.138962, -0.072592], [-2.653519, -3.001762, 0.676008], [-2.841619, -1.948762, -0.033292], [-1.486419, -0.935562, -0.217492], [-4.155019, -1.755962, -0.667992], [-4.618319, -0.769462, -1.528492], [-5.930619, -0.845562, -1.973292], [-6.758519, -1.897662, -1.607792], [-6.282419, -2.909962, -0.777592], [-4.990619, -2.812962, -0.326792], [-3.988719, 0.042038, -1.858892], [-6.309919, -0.069562, -2.621892], [-7.773019, -1.937162, -1.976592], [-6.890919, -3.753662, -0.489792]],
  "atomic_forces_ev_per_a": [[0.12, -0.38, 0.10], [-0.13, -0.10, -0.20], [0.04, -0.04, -0.08], [0.07, 0.39, 0.12], [-0.11, -0.26, 0.28], [0.07, -0.02, -0.31], [0.12, -0.04, 0.13], [0.00, -0.03, 0.02], [-0.05, 0.01, 0.03], [0.01, 0.05, 0.06], [-0.15, 0.01, -0.08], [0.12, -0.02, 0.10], [0.03, 0.03, -0.16], [0.02, 0.10, 0.14], [-0.07, 0.05, 0.07], [0.03, 0.01, -0.08], [-0.06, -0.10, -0.08], [-0.54, 1.92, 0.17], [0.01, 0.12, 0.05], [-0.04, -0.02, 0.08], [0.32, 0.70, 0.02], [0.03, -0.08, -0.01], [0.01, 0.07, -0.16], [0.02, -0.11, -0.03], [-0.02, 0.00, -0.09], [0.04, -0.08, -0.06], [-0.10, -0.13, 0.02], [-0.06, 0.05, 0.07], [-0.07, 0.04, -0.04], [0.02, -0.09, 0.01], [0.00, -0.06, 0.08], [0.01, 0.04, 0.06], [0.02, 0.19, -0.13], [-0.44, -0.40, -0.15], [-0.07, 0.12, 0.01], [-0.22, -0.18, 0.11], [0.24, -0.38, 0.41], [1.07, -0.98, -0.54], [-0.66, -0.12, -0.25], [0.10, -0.10, 0.08], [-0.05, -0.01, -0.08], [0.11, -0.10, 0.15], [-0.13, -0.13, 0.01], [0.52, 0.09, 0.24], [0.01, -0.02, 0.03], [-0.02, 0.03, -0.06], [-0.05, 0.00, 0.00], [-0.14, -0.03, -0.04]]
}

***

{
  "formula": "C14H23B3O7",
  "method": "ωB97M-V/def2-TZVPD",
  "gap_ha": 0.3316,
  "homo_energy_ev": -9.28,
  "smiles": "B1OBOB(c2ccccc2)O1.CCOC(C)=O.CCOC(C)=O",
  "e_above_lowest_kcal_mol": 0.0,
  "energy_ha": -1148.59558,
  "elements": ["B", "O", "B", "O", "B", "C", "C", "C", "C", "C", "C", "O", "H", "H", "H", "H", "H", "H", "H", "C", "C", "O", "C", "C", "O", "H", "H", "H", "H", "H", "H", "H", "H", "C", "C", "O", "C", "C", "O", "H", "H", "H", "H", "H", "H", "H", "H"],
  "xyz": [[-3.692134, -0.074285, -0.352661], [-3.086763, -1.314302, 0.065522], [-1.760888, -1.497718, -0.474303], [-0.900519, -0.429595, -0.969985], [-1.818352, 0.543584, -1.509842], [-1.888993, 1.057857, -3.035651], [-2.473582, 2.486588, -3.273990], [-2.576576, 2.943637, -4.758546], [-2.097268, 1.978194, -5.877566], [-1.516033, 0.562531, -5.620061], [-1.410118, 0.100775, -4.150690], [-2.815986, 1.081072, -0.579072], [-4.838387, 0.093929, -0.575967], [-1.277005, -2.588045, -0.488618], [-2.819342, 3.147978, -2.398640], [-3.034004, 3.971484, -4.938894], [-2.204973, 2.303031, -6.965371], [-1.192445, -0.162981, -6.445365], [-1.017360, -0.928637, -3.823489], [0.102360, 2.259403, 1.832606], [0.676070, 3.181676, 0.775917], [1.531583, 4.171756, 1.366362], [2.835530, 3.981075, 1.636319], [3.392583, 2.585786, 1.601122], [3.527132, 4.914651, 1.974537], [0.887122, 1.701641, 2.348458], [-0.591560, 1.544778, 1.383579], [-0.428601, 2.835720, 2.594288], [1.193059, 2.640693, -0.020329], [-0.139890, 3.728478, 0.297566], [3.345408, 2.155056, 2.602901], [4.434931, 2.638764, 1.281708], [2.889694, 1.928752, 0.893967], [1.727835, -4.431203, 4.128610], [2.276154, -4.655300, 2.733874], [1.215536, -4.891757, 1.795837], [0.531805, -3.920336, 1.165715], [0.655897, -2.503990, 1.654788], [-0.229591, -4.201095, 0.264717], [1.091796, -3.544654, 4.172859], [2.541773, -4.308692, 4.846602], [1.110816, -5.278982, 4.436107], [2.921898, -3.839940, 2.399334], [2.892279, -5.557340, 2.731624], [-0.141751, -2.300389, 2.371921], [0.550041, -1.834462, 0.799261], [1.620818, -2.275185, 2.102938]],
  "atomic_forces_ev_per_a": [[2.21, 0.71, 0.82], [0.88, 2.12, -2.29], [0.38, 0.42, 0.69], [-3.57, -0.24, -0.65], [0.19, 1.15, 0.75], [0.07, 0.80, -1.77], [1.13, -2.50, -3.74], [1.28, -3.36, 1.74], [0.09, -0.97, 2.39], [-1.16, 1.93, 3.38], [-1.39, 3.50, -0.84], [-0.16, -3.21, -1.45], [-0.20, -0.31, 0.34], [-0.47, 0.46, 0.00], [0.63, -1.28, -1.60], [0.84, -1.69, -0.15], [0.18, -0.42, 1.75], [-0.62, 1.51, 1.23], [-0.62, 1.81, -0.77], [0.06, -0.12, 0.17], [-0.10, -0.22, 0.15], [-0.13, 0.45, -0.24], [0.58, 0.38, 0.44], [0.26, -0.33, -0.56], [-0.74, -0.48, -0.30], [-0.02, -0.03, -0.11], [0.02, 0.06, 0.00], [-0.01, 0.00, -0.15], [0.06, 0.00, 0.11], [0.22, 0.16, 0.10], [-0.01, 0.03, -0.07], [-0.08, 0.10, 0.26], [-0.14, -0.06, 0.17], [-0.17, 0.10, 0.07], [-0.05, 0.08, 0.26], [0.15, -0.38, -0.32], [-0.72, -0.03, -0.48], [0.47, 0.44, -0.22], [0.98, -0.43, 0.91], [0.12, 0.01, 0.00], [-0.04, -0.02, -0.05], [0.14, 0.01, -0.05], [-0.13, 0.03, 0.00], [-0.21, 0.02, -0.21], [0.06, -0.02, -0.02], [-0.15, -0.12, 0.12], [-0.10, -0.06, 0.20]]
}

***

{
  "formula": "C14H23BrF6N2O7PdS2Sb",
  "method": "ωB97M-V/def2-TZVPD",
  "gap_ha": [0.2833, 0.2829],
  "homo_energy_ev": [-17.82, -17.82],
  "charge": 3,
  "e_above_lowest_kcal_mol": 10.2,
  "energy_ha": -5520.07962,
  "elements": ["Pd", "O", "C", "C", "C", "N", "C", "Br", "C", "H", "H", "H", "H", "C", "O", "C", "C", "O", "C", "H", "H", "H", "H", "H", "H", "H", "H", "H", "H", "F", "C", "F", "F", "S", "O", "O", "N", "S", "O", "O", "C", "F", "F", "F", "C", "Sb", "C", "C", "H", "H", "H", "H", "H", "H", "H", "H", "H"],
  "xyz": [[-1.129995, -0.049168, 2.131274], [1.879709, 4.774465, 4.054787], [1.346307, 3.654705, 3.614720], [2.057587, 2.460758, 3.422215], [1.397184, 1.350263, 2.958783], [0.079346, 1.391133, 2.698020], [-0.593727, 2.533015, 2.880939], [-2.435015, 2.333103, 2.462204], [-0.030961, 3.688351, 3.329071], [2.822127, 4.699076, 4.263833], [3.115688, 2.398868, 3.638903], [1.893819, 0.404415, 2.799287], [-0.605972, 4.592283, 3.473718], [-1.172910, -0.275915, 5.397122], [-0.987096, -0.979140, 4.151444], [-1.783675, -2.176345, 4.029082], [-3.085499, -1.812937, 3.373694], [-2.811516, -1.285056, 2.040681], [-3.407669, -2.083625, 0.983505], [-2.232531, -0.135493, 5.613185], [-0.688329, 0.691934, 5.301498], [-0.698474, -0.846225, 6.194307], [-1.923726, -2.637552, 5.007351], [-1.210893, -2.859291, 3.399359], [-3.602209, -1.024322, 3.923008], [-3.754982, -2.666984, 3.286289], [-3.036487, -3.105981, 1.036963], [-3.136114, -1.634393, 0.038520], [-4.487089, -2.055525, 1.121018], [1.446663, 2.833813, -2.670286], [1.575173, 1.870516, -1.777785], [0.973352, 2.207856, -0.643609], [2.840706, 1.599893, -1.561986], [0.710201, 0.351888, -2.408909], [-0.667867, 0.639616, -2.621341], [1.488191, 0.186843, -3.723400], [1.157193, -0.790223, -1.523828], [0.537927, -1.491740, -0.233414], [-0.874299, -1.714465, -0.316387], [0.982965, -0.879775, 0.998049], [1.421520, -3.111913, -0.404870], [1.045560, -3.864974, 0.611030], [2.720477, -2.910930, -0.384265], [1.055138, -3.662165, -1.549494], [2.964467, -0.120135, -6.335523], [0.993810, -0.005200, -5.666178], [-0.148183, -1.740349, -5.680906], [-0.089038, 1.728682, -6.040141], [3.595298, -0.064412, -5.449776], [3.166489, 0.714940, -7.003704], [3.114540, -1.066121, -6.852503], [0.387742, -2.503222, -5.115722], [-0.263732, -2.085377, -6.709512], [-1.123472, -1.549564, -5.237694], [0.530133, 2.579592, -5.756454], [-1.009051, 1.715345, -5.459165], [-0.308800, 1.787161, -7.107003]],
  "atomic_forces_ev_per_a": [[-0.28, 0.27, 0.80], [0.00, 0.00, 0.01], [0.00, 0.00, 0.00], [0.00, -0.02, 0.00], [-0.02, -0.01, 0.10], [0.03, -0.09, -0.41], [0.02, -0.02, 0.03], [0.08, 0.02, -0.08], [-0.03, 0.00, 0.01], [0.00, 0.00, 0.00], [0.00, 0.00, 0.00], [0.01, 0.01, -0.02], [0.01, 0.01, 0.00], [-0.03, 0.03, 0.00], [0.14, -0.10, -0.10], [0.07, -0.04, -0.07], [-0.14, 0.10, 0.05], [0.20, -0.24, -0.05], [-0.06, 0.06, -0.02], [0.00, 0.01, -0.01], [0.03, -0.01, 0.01], [-0.01, -0.01, 0.00], [-0.06, 0.05, 0.02], [0.00, -0.02, 0.04], [-0.02, -0.02, 0.01], [0.05, -0.04, -0.02], [0.03, 0.02, -0.03], [-0.02, 0.04, 0.00], [0.01, -0.02, 0.01], [-0.02, 0.02, 0.01], [-0.16, -0.04, -0.06], [0.00, 0.00, 0.06], [0.05, 0.02, 0.01], [0.02, -0.03, -0.13], [0.04, 0.03, -0.02], [0.04, -0.08, 0.17], [0.18, 0.03, 0.03], [-0.11, -0.09, -0.24], [0.03, 0.00, -0.21], [0.02, 0.16, 0.00], [-0.07, -0.01, 0.06], [-0.01, -0.01, 0.02], [0.01, 0.01, 0.02], [0.01, -0.01, 0.00], [0.06, -0.01, -0.15], [-0.15, 0.03, 0.10], [0.02, -0.37, 0.06], [0.08, 0.33, -0.01], [0.01, 0.00, 0.02], [-0.01, 0.01, 0.01], [-0.01, -0.01, 0.01], [-0.01, 0.02, 0.00], [0.00, 0.09, -0.03], [0.02, 0.10, 0.00], [-0.02, 0.00, -0.01], [0.00, -0.09, 0.00], [-0.01, -0.07, 0.00]]
}